1.
ORCA calculation (ωB97M-V/def2-TZVPD) on a structure of composition C18H36B3O7P.

CARTESIAN COORDINATES (ANGSTROEM)
C  3.2812  -6.2929  2.9912
C  4.6811  -5.6896  2.8718
O  4.7533  -4.8572  1.7213
C  5.4790  -3.6649  1.9155
C  5.6978  -2.9794  0.5497
B  4.6518  -1.8381  0.3953
O  4.9144  -0.5711  0.9483
B  3.8017  0.0620  1.4529
P  3.7810  0.9669  3.1830
O  3.9160  2.4487  3.1251
O  2.6257  -0.0298  0.7471
B  2.3787  -1.3871  0.4698
C  1.1179  -2.0892  1.0343
C  1.2917  -3.1638  1.9104
C  0.1965  -3.7878  2.4979
C  -1.0864  -3.3439  2.2040
C  -1.2711  -2.2875  1.3214
C  -0.1782  -1.6571  0.7402
O  3.4064  -2.0501  -0.1829
H  2.7763  -6.1641  2.0324
H  2.6817  -5.7878  3.7501
H  3.3216  -7.3599  3.2130
H  4.9467  -5.1199  3.7682
H  5.4198  -6.4933  2.7694
H  4.9140  -3.0048  2.5980
H  6.4422  -3.8605  2.3998
H  5.5257  -3.7327  -0.2209
H  6.7195  -2.6039  0.4958
H  2.5666  0.5279  3.7546
H  4.7439  0.3019  3.9732
H  2.2936  -3.5227  2.1355
H  0.3642  -4.6085  3.1855
H  -1.9426  -3.8227  2.6652
H  -2.2702  -1.9304  1.1050
H  -0.3263  -0.8096  0.0796
C  -3.1538  3.0319  -0.7058
C  -3.3694  1.7800  0.1252
O  -2.1778  1.2093  0.6385
C  -1.4049  2.0325  1.4960
C  -2.1350  2.4864  2.7475
H  -2.4815  2.8265  -1.5398
H  -4.1039  3.3815  -1.1099
H  -2.7220  3.8439  -0.1187
H  -3.8095  0.9998  -0.4966
H  -4.0806  1.9775  0.9357
H  -1.0111  2.8956  0.9480
H  -0.5474  1.4184  1.7742
H  -2.9959  3.1151  2.5168
H  -1.4598  3.0658  3.3779
H  -2.4890  1.6254  3.3166
C  -2.4547  4.8165  -5.3287
C  -3.2331  3.5222  -5.1656
O  -4.4022  3.6437  -4.3761
C  -5.3849  4.5477  -4.8475
C  -5.9321  4.2120  -6.2243
H  -2.1775  5.2207  -4.3543
H  -1.5450  4.6319  -5.9009
H  -3.0291  5.5777  -5.8581
H  -2.6184  2.7890  -4.6427
H  -3.4716  3.0936  -6.1459
H  -5.0042  5.5754  -4.8287
H  -6.1876  4.4954  -4.1117
H  -5.1633  4.2638  -6.9961
H  -6.7184  4.9184  -6.4923
H  -6.3515  3.2052  -6.2336

Calculated total energy (eV): -44905.948
HOMO level (eV): -9.525



2.
ORCA calculation (ωB97M-V/def2-TZVPD) on a cluster of 2 separate species, C8H7NS in total.

CARTESIAN COORDINATES (ANGSTROEM)
C  0.9488  -0.1087  -0.1937
C  0.2799  1.1419  -0.3315
C  -1.0740  1.4393  -0.4164
C  -2.1820  0.5863  -0.3990
C  -2.1939  -0.7935  -0.4172
C  -1.0845  -1.6553  -0.4329
C  0.2662  -1.3484  -0.3188
H  2.0158  -0.1350  -0.4849
H  0.9434  2.0064  -0.3505
H  -1.3159  2.5084  -0.4591
H  -3.1679  1.0835  -0.3727
H  -3.1825  -1.2770  -0.4164
H  -1.3417  -2.7180  -0.4980
H  0.9330  -2.2180  -0.3332
N  2.2070  0.0608  1.3690
C  3.2704  0.4459  1.7734
S  4.6779  0.9816  2.2821

Calculated total energy (eV): -20731.347
HOMO level (eV): -7.567
ΔE to the lowest compared entry with this formula, charge and spin (kcal per mole): 43.34



3.
ORCA calculation (ωB97M-V/def2-TZVPD) on a structure of composition C35H27N6O4SeTi.

CARTESIAN COORDINATES (ANGSTROEM)
Ti  0.3695  0.0776  -0.2130
N  6.2548  -8.3007  0.1154
C  5.6520  -7.3236  0.1146
C  4.8883  -6.0935  0.1143
C  5.5272  -4.8804  0.3554
C  4.7928  -3.7065  0.3507
C  3.4214  -3.7448  0.1195
C  2.7883  -4.9586  -0.1210
C  3.5202  -6.1345  -0.1272
C  2.5970  -2.5020  0.1150
C  1.7338  -2.3268  1.1705
C  1.5652  -3.1836  2.3007
C  0.5714  -2.6513  3.0719
C  0.1441  -1.4764  2.4071
N  0.8221  -1.2645  1.2890
C  2.7681  -1.6187  -0.9791
C  3.6963  -1.7182  -2.0103
C  3.5682  -0.5774  -2.8097
C  2.5491  0.1788  -2.2648
N  2.0366  -0.4343  -1.1591
H  6.5916  -4.8650  0.5445
H  5.2851  -2.7603  0.5372
H  1.7212  -4.9824  -0.3059
H  3.0348  -7.0818  -0.3175
H  2.1398  -4.0748  2.4940
H  0.1765  -3.0291  4.0003
H  -0.6353  -0.7969  2.7161
H  4.3934  -2.5310  -2.1416
H  4.1375  -0.3274  -3.6896
H  2.1534  1.1227  -2.6014
O  3.2793  4.2578  4.7300
C  4.0909  3.3293  4.0449
C  3.2539  2.6214  3.0178
C  3.8439  1.7111  2.1508
C  3.0610  1.0530  1.2287
N  1.7456  1.2605  1.1269
C  1.1672  2.1402  1.9581
C  1.8886  2.8322  2.9143
C  -0.3082  2.2741  1.8431
C  -0.9827  3.3871  2.2974
C  -2.3658  3.4394  2.1849
C  -3.1580  4.6204  2.6870
O  -2.3760  5.7675  2.9249
C  -3.0136  2.3538  1.6182
C  -2.2745  1.2816  1.1665
N  -0.9381  1.2297  1.2722
H  3.8158  4.7466  5.3610
H  4.5081  2.5798  4.7262
H  4.9274  3.8174  3.5347
H  4.9065  1.5074  2.1865
H  3.4884  0.3434  0.5345
H  1.3968  3.5154  3.5899
H  -0.4478  4.2207  2.7298
H  -3.6021  4.3465  3.6461
H  -3.9858  4.8183  2.0002
H  -2.1701  6.1910  2.0848
H  -4.0905  2.3310  1.5068
H  -2.7591  0.4319  0.7039
O  -0.9104  1.0353  -1.4879
O  0.3300  1.7052  -1.0811
Se  -0.6586  -2.1354  -1.2573
C  -2.3749  -1.5925  -0.8594
N  -3.4294  -1.2127  -0.5804
C  -1.7965  1.5837  -5.4897
C  -0.8323  0.6436  -5.1476
C  -0.4933  0.4337  -3.8170
C  -1.1500  1.1918  -2.8746
C  -2.1042  2.1395  -3.1745
C  -2.4342  2.3320  -4.5082
H  -2.0543  1.7332  -6.5297
H  -0.3436  0.0618  -5.9176
H  0.2398  -0.3061  -3.5332
H  -2.5800  2.6964  -2.3794
H  -3.1862  3.0609  -4.7779

Calculated total energy (eV): -142319.792
HOMO level (eV): -10.917
Total charge: +1
ΔE to the lowest compared entry with this formula, charge and spin (kcal per mole): 12.23



4.
ORCA calculation (ωB97M-V/def2-TZVPD) on the molecule C4H6N4O2.

CARTESIAN COORDINATES (ANGSTROEM)
C  1.5724  -0.1847  0.3479
C  1.3776  -1.4929  0.2980
C  -1.2060  -0.6508  0.1787
C  -1.3364  1.7828  0.0184
N  0.7085  0.7972  0.3320
N  -0.5988  0.5055  0.0789
N  1.0980  -2.5700  -0.4044
N  -2.5869  -0.7572  0.0572
O  -3.1352  -0.9647  -1.0403
O  -3.1462  -0.7589  1.1544
H  2.6361  0.2551  0.5419
H  -2.3052  1.6645  0.3327
H  -0.7882  2.4330  0.6086
H  -1.3691  2.0754  -0.9579
H  0.7475  -3.3302  0.0274
H  0.9498  -2.4944  -1.4291

Calculated total energy (eV): -14291.801
HOMO level (eV): -8.355
ΔE to the lowest compared entry with this formula, charge and spin (kcal per mole): 247.80



Results for HOMO-LUMO gap: 9.674 6.116 6.813 8.075 (in eV, following the order of the records).
Results for max |F|: 1.14 3.05 0.67 6.00 (in eV/A, following the order of the records).